No. 1
Below is a 3-piece molecular cluster, C10H20FN2OP overall in a non-equilibrium geometry, with properties calculated with wB97M-V/def2-TZVPD.

Summary:
E_HOMO, eV: -9.1
Molar mass, g/mol: 234.25
Strongest force on any atom, hartree/bohr: 0.088
Frontier orbital gap, eV: 9.4189

Geometry as ORCA input:
```
! RIJCOSX wB97M-V def2-TZVPD def2/J DEFGRID3
* xyz 0 1
P -3.500 1.650 -1.680
F -0.159 2.586 -0.628
O -0.046 0.379 -1.465
N -4.198 -0.738 0.634
N 5.858 -1.562 1.233
C -0.560 1.502 -1.459
C -0.996 -1.043 2.056
C 2.965 -1.352 -1.143
C -3.224 -0.359 1.201
C -1.553 -2.228 2.839
C -1.996 0.108 1.927
C 5.341 -0.738 0.572
C 4.682 0.314 -0.272
C 3.197 -0.015 -0.449
C -1.745 1.818 -2.494
H -0.797 -3.011 2.930
H -2.419 -2.669 2.339
H -3.386 0.207 -1.770
H -1.547 0.936 1.372
H 1.895 -1.530 -1.274
H 3.436 -1.369 -2.130
H 2.702 -0.030 0.526
H 5.184 0.361 -1.242
H -4.837 1.512 -1.111
H 4.796 1.285 0.216
H -1.853 -1.926 3.847
H -1.571 2.913 -2.817
H -3.055 2.403 -0.518
H 3.363 -2.185 -0.558
H -0.095 -0.678 2.556
H 2.725 0.777 -1.037
H -0.695 -1.385 1.061
H -2.285 0.480 2.914
H -3.993 2.454 -2.778
H -1.632 1.134 -3.398
*
```

No. 2
Below is C41H60BrNO11P2SSeW as an isolated structure in a non-equilibrium geometry, with properties calculated with wB97M-V/def2-TZVPD.

Summary:
E_HOMO (alpha / beta), eV: -5.9 / -7.2
Molar mass, g/mol: 1179.65
<S²>: 2.008
Strongest force on any atom, hartree/bohr: 0.055
Frontier orbital gap (alpha / beta), eV: 5.6392 / 6.3106

Geometry as ORCA input:
```
! RIJCOSX wB97M-V def2-TZVPD def2/J DEFGRID3
* xyz 0 3
W 0.499 -0.195 -0.361
Br 4.007 -6.484 -2.324
Se -1.469 2.004 -0.597
S 0.494 1.062 -3.707
P 2.574 2.478 -0.091
P 3.293 -0.099 -0.921
O 2.676 0.102 -2.248
O 2.479 -0.181 0.377
O 0.718 -1.916 0.881
O 1.344 1.852 -0.715
O 2.720 2.639 1.385
O -1.309 -0.864 -0.001
O 1.427 -1.884 -1.149
O 2.767 3.903 -0.799
O 4.468 -1.191 -0.878
O -0.139 -0.029 -2.019
O 0.264 0.614 1.367
N 4.786 1.369 0.859
C 2.482 -5.763 1.463
C 2.571 -4.442 -0.976
C 3.144 -5.681 -0.822
C -0.402 1.561 2.002
C -4.182 1.055 -1.109
C -1.375 0.269 -5.456
C -3.451 -1.655 -0.782
C -1.993 6.245 2.973
C -5.126 0.067 -1.332
C -6.847 1.873 -1.777
C -1.215 1.257 -4.308
C -1.925 5.249 5.246
C -2.519 -0.627 -0.491
C 5.035 2.099 -1.552
C -3.899 4.829 3.789
C -1.283 2.385 1.281
C -1.926 -3.384 -1.752
C -0.636 -0.990 -5.010
C -4.721 -1.261 -1.177
C 4.141 1.484 -0.500
C -4.220 -4.043 -1.082
C -2.907 0.706 -0.691
C 3.120 -6.366 0.382
C -3.045 -3.133 -0.724
C -0.925 2.889 3.927
C -2.373 5.008 3.804
C 1.938 0.671 3.880
C -6.724 -0.131 -3.240
C -1.716 3.771 3.193
C -7.561 -0.332 -0.883
C -1.918 3.474 1.853
C 1.930 -3.840 0.119
C 0.382 1.152 5.760
C -6.549 0.372 -1.800
C 1.892 -4.524 1.342
C 1.336 -2.541 -0.029
C -0.201 -0.610 4.114
C 0.457 0.772 4.280
C -0.290 1.774 3.392
C -2.555 -3.518 0.681
C 0.738 -0.541 -4.530
H -5.038 -3.925 -0.369
H -1.095 -2.702 -1.608
H 1.393 -4.049 2.176
H -7.878 2.047 -2.090
H -7.495 -1.417 -0.971
H -6.722 2.281 -0.772
H -7.746 0.044 -3.587
H -4.183 3.940 4.355
H -0.112 -0.961 3.088
H 4.019 1.866 1.482
H -2.429 7.148 3.409
H 0.289 -1.336 4.769
H -4.269 4.711 2.770
H -2.563 4.070 1.221
H -1.171 -1.442 -4.173
H -2.296 -4.581 0.701
H 2.404 1.657 3.890
H -6.039 0.394 -3.910
H 2.570 -3.928 -1.929
H 1.433 -0.374 -5.353
H -1.261 -0.567 4.375
H -1.365 2.296 -4.595
H -4.389 5.697 4.237
H -1.553 -4.409 -1.658
H -5.451 -2.034 -1.382
H 2.228 4.000 -1.595
H -8.578 -0.033 -1.147
H -0.908 6.358 2.943
H 5.976 1.552 -1.650
H 2.461 -6.285 2.410
H -0.840 5.349 5.310
H 0.869 2.109 5.961
H -2.374 6.174 5.614
H 2.465 0.013 4.579
H 4.876 0.398 1.152
H -0.796 3.077 4.983
H -2.350 6.158 1.947
H 4.245 -2.016 -1.334
H -0.551 -1.723 -5.812
H -4.395 2.107 -1.243
H -3.334 -3.338 1.425
H 4.517 2.042 -2.509
H 3.578 -7.339 0.475
H -1.675 -2.946 0.958
H 1.183 -1.204 -3.792
H -2.430 0.072 -5.654
H -2.244 4.438 5.903
H 5.681 1.842 0.917
H -6.516 -1.200 -3.314
H 5.241 3.148 -1.338
H -2.306 -3.248 -2.768
H 2.024 0.260 2.878
H -3.899 -5.086 -1.052
H -7.379 -0.061 0.158
H -4.593 -3.833 -2.087
H -0.920 0.671 -6.364
H -6.192 2.417 -2.460
H -1.870 1.006 -3.472
H -0.654 1.205 6.103
H 0.890 0.389 6.352
*
```

No. 3
Below is C28H24BF4FeN5O4 as an isolated structure, with properties calculated with wB97M-V/def2-TZVPD.

Summary:
E_HOMO (alpha / beta), eV: -1.4 / -1.5
Molar mass, g/mol: 637.18
<S²>: 6.072
Strongest force on any atom, hartree/bohr: 0.013
Frontier orbital gap (alpha / beta), eV: 5.4180 / 5.4947

Geometry as ORCA input:
```
! RIJCOSX wB97M-V def2-TZVPD def2/J DEFGRID3
* xyz -2 5
Fe -0.880 -1.119 2.160
F 0.157 2.652 2.308
F -1.348 3.365 0.732
F -1.495 1.221 1.553
F -2.033 3.014 2.904
O -0.852 -2.461 0.700
O 1.028 -1.142 2.636
O -2.207 1.713 -7.124
O -2.761 -1.532 2.281
N 1.528 -2.454 -4.246
N 0.310 0.112 4.432
N 0.394 -0.236 -0.041
N 1.867 -1.457 -5.039
N -0.944 -0.244 3.915
C 0.351 -3.548 -2.517
C -5.017 -1.513 2.923
C 4.307 1.110 5.279
C -0.280 -2.462 -0.425
C -0.255 -3.591 -1.283
C -1.179 0.938 -6.625
C 1.754 0.988 -1.558
C -3.591 -1.049 3.130
C 0.163 1.264 -6.798
C -1.816 1.111 5.733
C 0.811 -0.724 -5.564
C 0.410 -1.265 -0.902
C 4.998 -0.586 3.727
C 2.650 -0.123 4.037
C 2.981 0.857 4.969
C 5.323 0.388 4.661
C -3.302 -0.211 4.181
C -1.525 -0.225 -5.950
C 1.763 -0.052 -2.455
C -1.982 0.188 4.559
C 1.226 -0.402 3.669
C 1.141 0.436 -6.278
C 0.981 -2.389 -3.029
C -1.997 3.109 -7.082
C -0.547 -1.052 -5.429
C 1.055 -1.228 -2.152
C 1.037 0.863 -0.358
C 3.669 -0.836 3.414
B -1.180 2.565 1.881
H 0.447 2.163 -7.331
H -1.155 0.676 6.484
H 2.295 1.903 -1.765
H 2.313 0.017 -3.384
H -1.570 3.412 -6.123
H -5.097 -2.568 3.198
H 5.783 -1.148 3.235
H -4.123 0.168 4.775
H 0.987 1.671 0.361
H -0.827 -1.952 -4.900
H -0.749 -4.490 -0.937
H -2.973 3.576 -7.208
H 2.176 1.416 5.426
H -1.339 3.447 -7.890
H -5.274 -1.429 1.866
H 0.331 -4.416 -3.167
H 4.554 1.882 5.999
H 2.190 0.683 -6.388
H 6.361 0.596 4.896
H -2.786 1.338 6.173
H -1.350 2.033 5.382
H -5.726 -0.938 3.519
H -2.574 -0.460 -5.826
H 3.391 -1.574 2.674
*
```

No. 4
Below is a 2-piece molecular cluster, C6H13NO overall in a non-equilibrium geometry, with properties calculated with wB97M-V/def2-TZVPD.

Summary:
E_HOMO, eV: -7.3
Molar mass, g/mol: 115.18
Strongest force on any atom, hartree/bohr: 0.030
Frontier orbital gap, eV: 5.0596

Geometry as ORCA input:
```
! RIJCOSX wB97M-V def2-TZVPD def2/J DEFGRID3
* xyz 0 1
O 3.560 0.447 -0.978
N 0.118 0.401 -1.854
C -1.379 -0.065 0.195
C 1.201 0.912 -1.219
C 2.448 0.207 -1.400
C -0.784 0.289 2.636
C -0.335 -0.262 1.301
C -0.791 -0.517 -1.151
H 2.288 -0.666 -2.079
H -1.578 -0.802 -1.830
H 1.164 1.953 -0.933
H 0.830 -1.995 -1.077
H -0.029 -1.309 1.324
H 0.625 0.141 0.959
H -1.778 -0.095 2.843
H -2.177 -0.790 0.367
H -1.739 0.960 0.129
H -0.074 -1.429 -0.977
H -0.405 1.158 -2.286
H -0.176 0.120 3.521
H -0.986 1.342 2.512
*
```

No. 5
Below is a 2-piece molecular cluster, C37H48N2O3 overall in a non-equilibrium geometry, with properties calculated with wB97M-V/def2-TZVPD.

Summary:
E_HOMO, eV: -6.0
Molar mass, g/mol: 568.80
Strongest force on any atom, hartree/bohr: 0.052
Frontier orbital gap, eV: 3.8719

Geometry as ORCA input:
```
! RIJCOSX wB97M-V def2-TZVPD def2/J DEFGRID3
* xyz 0 1
O 2.409 2.075 2.054
O 2.945 -0.040 2.773
O -1.335 1.064 3.461
N 0.789 3.063 -3.200
N 7.004 -2.584 -2.038
C 4.661 -2.042 -2.319
C -3.538 -1.189 2.300
C -1.304 -2.472 2.285
C 4.429 -3.357 -2.998
C 4.785 -1.530 2.404
C 3.902 -0.458 1.811
C 0.715 0.391 2.585
C 1.018 2.508 -1.984
C -3.360 1.223 1.316
C 2.499 1.594 -3.489
C -0.501 1.209 2.544
C -2.136 1.872 0.625
C 7.552 -0.085 -0.744
C -0.191 4.099 -3.451
C -0.839 -2.511 3.738
C 3.746 -0.009 -1.286
C 0.597 -1.969 3.904
C 6.173 -0.471 -1.187
C -3.503 -0.292 1.053
C 8.248 -2.408 -1.325
C 2.588 0.843 -0.988
C 2.894 2.384 -6.187
C 3.595 1.112 -4.189
C 6.779 -3.947 -2.474
C 5.963 -1.715 -1.849
C 3.747 1.461 -5.549
C 3.602 -1.167 -2.093
C 1.662 2.529 -4.148
C -0.883 2.214 1.457
C 2.040 0.948 2.393
C 2.046 1.536 -2.074
C 8.670 -0.952 -1.323
C 5.708 -3.992 -3.544
C -2.820 -2.527 2.084
C 0.755 -0.472 3.913
C 5.070 0.323 -0.892
C 1.820 2.940 -5.466
H 3.989 -4.056 -2.267
H -2.706 -0.634 0.379
H -2.485 2.827 0.210
H -1.108 3.148 2.002
H 8.134 -2.745 -0.278
H -4.443 -0.448 0.502
H 4.182 -2.367 2.775
H 9.004 -3.032 -1.815
H 3.090 2.701 -7.214
H 0.454 2.838 -1.127
H -0.587 3.994 -4.466
H 6.058 -3.443 -4.425
H 6.464 -4.561 -1.610
H 4.574 1.036 -6.118
H 7.718 0.964 -1.012
H 5.386 -1.119 3.217
H -1.007 3.986 -2.731
H 0.926 -2.319 4.896
H 1.260 -2.420 3.152
H -0.066 -0.064 4.517
H 8.893 -0.632 -2.345
H 4.327 0.478 -3.687
H -4.587 -1.391 2.555
H -3.373 1.449 2.388
H -0.854 -1.600 1.789
H 2.368 1.227 0.003
H 4.451 0.448 1.545
H -3.257 -3.271 2.756
H 5.540 -5.030 -3.841
H -0.854 -3.354 1.809
H 2.627 -1.378 -2.540
H 7.618 -0.147 0.355
H 1.700 -0.286 4.430
H -0.825 -3.570 4.047
H 3.380 -0.871 0.939
H -1.839 1.238 -0.221
H -4.246 1.711 0.886
H -1.530 -1.985 4.416
H 5.443 -1.896 1.614
H 7.739 -4.328 -2.843
H -3.103 -0.648 3.150
H 3.695 -3.239 -3.802
H 5.205 1.240 -0.309
H 0.222 5.113 -3.327
H -2.978 -2.883 1.062
H -0.021 2.417 0.804
H 1.125 3.670 -5.869
H 9.588 -0.842 -0.738
*
```

No. 6
Below is a 2-piece molecular cluster, C5H2N5O2P overall in a non-equilibrium geometry, with properties calculated with wB97M-V/def2-TZVPD.

Summary:
E_HOMO (alpha / beta), eV: -9.2 / -9.2
Molar mass, g/mol: 195.08
Strongest force on any atom, hartree/bohr: 0.094
Frontier orbital gap (alpha / beta), eV: 6.3830 / 6.3835

Geometry as ORCA input:
```
! RIJCOSX wB97M-V def2-TZVPD def2/J DEFGRID3
* xyz 0 1
P -1.567 -0.302 -1.594
O -3.652 -1.903 1.095
O 2.059 2.208 1.472
N -0.024 2.137 0.456
N 3.058 0.249 -0.034
N 2.222 -1.251 -1.484
N -1.885 0.799 -0.334
N -0.065 -0.606 -1.491
C 3.164 -0.707 -0.863
C 1.141 -0.362 -1.041
C 1.314 1.730 0.705
C -0.956 1.472 0.062
C 1.718 0.591 -0.170
H -3.491 -1.443 1.899
H -3.036 -2.614 1.321
*
```

No. 7
Below is C28H32Cl2N2O6TeTl as an isolated structure in a non-equilibrium geometry, with properties calculated with wB97M-V/def2-TZVPD.

Summary:
E_HOMO (alpha / beta), eV: 0.6 / 0.6
Molar mass, g/mol: 895.46
<S²>: 0.760
Strongest force on any atom, hartree/bohr: 0.046
Frontier orbital gap (alpha / beta), eV: 3.6441 / 3.6268

Geometry as ORCA input:
```
! RIJCOSX wB97M-V def2-TZVPD def2/J DEFGRID3
* xyz -2 2
Tl -1.901 -0.728 -1.906
Te 0.583 1.771 -0.702
Cl -5.161 -0.071 -1.813
Cl -4.962 -2.979 -1.544
O -1.937 -1.719 0.425
O -1.215 -3.314 -5.612
O 0.475 -0.635 -1.895
O -3.647 1.877 -3.123
O -1.420 -3.516 1.615
O -1.825 -1.543 -4.372
N -1.808 1.285 -1.820
N -1.429 -2.838 -1.995
C 3.546 0.343 -1.620
C -0.217 1.018 1.123
C 4.115 2.877 1.788
C 3.653 1.259 -0.424
C 2.824 2.737 1.294
C 1.722 3.496 1.987
C 2.564 1.913 0.177
C -2.007 2.827 1.118
C -0.657 -5.551 -2.102
C 4.942 1.434 0.097
C -1.267 -3.583 -0.816
C -0.829 -4.808 -3.281
C 5.194 2.229 1.198
C -0.042 -0.446 3.028
C -6.060 -1.577 -1.578
C 6.588 2.393 1.749
C -1.208 -3.487 -3.224
C -0.888 -4.907 -0.874
C -1.422 -2.715 -4.384
C -1.287 1.674 1.757
C -2.589 2.107 -2.493
C 1.418 -0.961 1.099
C -1.546 -0.237 5.037
C -1.074 0.204 3.675
C 0.380 -0.084 1.747
C -2.076 3.556 -2.508
C -1.544 -2.885 0.397
C -1.700 1.253 3.014
H -1.398 -2.596 -6.229
H -1.968 3.950 -1.496
H 3.981 -0.629 -1.369
H 5.768 0.912 -0.380
H -1.307 3.624 0.852
H 2.130 4.140 2.769
H -2.764 3.230 1.794
H 6.901 3.441 1.732
H -0.748 -5.482 0.037
H 2.524 0.151 -1.955
H -0.952 -1.075 5.403
H -2.775 4.171 -3.073
H 1.170 4.108 1.269
H 1.467 -0.806 0.020
H 1.124 -2.005 1.244
H -0.354 -6.589 -2.133
H 4.285 3.514 2.653
H -1.473 0.575 5.767
H 6.645 2.053 2.787
H -2.590 -0.556 5.002
H -6.740 -1.718 -2.411
H -2.489 2.506 0.193
H 7.308 1.817 1.167
H 2.400 -0.817 1.560
H 4.125 0.752 -2.454
H 0.999 2.815 2.440
H -1.091 3.594 -2.976
H -2.535 1.763 3.489
H -1.081 -4.401 1.458
H 0.421 -1.310 3.497
H -6.603 -1.551 -0.639
H -0.662 -5.245 -4.256
*
```

No. 8
Below is one molecule with the formula C4H9NO2 in a non-equilibrium geometry, with properties calculated with wB97M-V/def2-TZVPD.

Summary:
E_HOMO, eV: -9.8
Molar mass, g/mol: 103.12
Strongest force on any atom, hartree/bohr: 0.047
Frontier orbital gap, eV: 10.4364

Geometry as ORCA input:
```
! RIJCOSX wB97M-V def2-TZVPD def2/J DEFGRID3
* xyz 0 1
O 1.486 -2.117 1.111
O -0.235 -2.314 -0.356
N -0.107 0.276 1.622
C 0.662 -1.636 0.390
C 0.475 -0.136 0.322
C -0.413 0.428 -0.784
C -0.197 1.936 -1.084
H -1.065 2.264 -1.637
H 0.777 1.945 -1.572
H 1.447 0.363 0.237
H -0.008 2.438 -0.133
H -0.429 -3.164 0.030
H -1.042 -0.119 1.659
H -1.429 0.188 -0.446
H 0.353 -0.248 2.370
H -0.273 -0.104 -1.728
*
```